74
Properties=species:S:1:pos:R:3 method="wB97M-V/def2-TZVPD" charge=+3 de_lowest_kj_mol=0.0
Tl -0.4969 0.9260 -3.0084
P -2.9041 -1.0785 -1.0379
P -0.7770 -2.3328 -1.1682
P 0.3416 3.6114 -0.5381
H 3.4534 -0.1341 -1.3884
C 3.8593 0.4873 -0.5849
C 3.9764 0.0382 0.6769
H 3.6563 -0.9701 0.9580
C -4.0223 -0.7123 -2.4302
C -3.8604 -2.3883 -0.2039
C -3.1949 0.3482 0.0566
C 0.9520 -1.8988 -1.5217
C -0.6599 -3.1359 0.4583
C -1.0936 -3.7236 -2.3000
C 1.8763 3.2661 0.3107
C -0.9768 3.6902 0.6688
C 0.4597 5.1470 -1.4498
H 4.2516 1.4655 -0.8770
H 4.5065 0.6216 1.4395
H -5.0269 -1.0576 -2.1493
H -3.7047 -1.2326 -3.3413
H -4.0675 0.3698 -2.6162
H -4.9000 -2.0340 -0.1886
H -3.5134 -2.5400 0.8246
H -3.8096 -3.3337 -0.7601
H -4.1823 0.2376 0.5300
H -3.1775 1.2812 -0.5249
H -2.4170 0.4037 0.8345
H 1.5599 -2.8101 -1.4194
H 1.3154 -1.1551 -0.7977
H 1.0695 -1.5126 -2.5437
H -1.6017 -3.6283 0.7267
H -0.4042 -2.3821 1.2154
H 0.1422 -3.8844 0.4012
H -0.3291 -4.4945 -2.1248
H -1.0274 -3.3583 -3.3359
H -2.0895 -4.1506 -2.1271
H 2.4374 4.2078 0.3880
H 2.4804 2.5233 -0.2250
H 1.6668 2.8750 1.3152
H -0.9987 4.7063 1.0894
H -0.8081 2.9508 1.4634
H -1.9317 3.4655 0.1788
H 1.4040 5.6282 -1.1690
H -0.3952 5.7834 -1.1906
H 0.4522 4.9535 -2.5310
C 0.4135 -0.8794 -5.7336
C 1.5268 -1.7308 -5.5263
C 2.7316 -1.4545 -6.1696
C 2.8206 -0.4164 -7.1103
C 1.6847 0.3605 -7.3970
C 0.4949 0.1422 -6.7074
Se -1.1457 -1.0447 -4.7063
H 0.0780 2.5854 -1.4927
H 1.4256 -2.5711 -4.8439
H 3.6155 -2.0574 -5.9447
H 3.7574 -0.2399 -7.6365
H 1.7235 1.1478 -8.1498
H -0.3776 0.7690 -6.8828
S 0.0986 0.3167 1.0632
C 0.5451 0.1886 2.7019
N -0.3847 0.0057 3.6656
C -0.0986 -0.2314 5.0826
C 1.2481 0.3582 5.4397
C 2.2993 -0.0386 4.4254
N 1.8368 0.3122 3.0846
H -1.3265 -0.1635 3.3247
H -0.1112 -1.3147 5.2601
H -0.9020 0.2160 5.6765
H 1.5510 0.0064 6.4256
H 1.1732 1.4464 5.4853
H 2.4957 -1.1188 4.4686
H 3.2465 0.4802 4.6003
H 2.5158 0.3038 2.3216